No. 1
The following is a quantum chemistry calculation of C5H10O2 in the gas phase in a non-equilibrium geometry, from OMol25.

Positions of all 17 atoms, in Å:
O (2.1407, 0.3162, -0.3325)
C (1.4656, -0.7601, 0.3005)
C (0.0376, -0.3374, 0.4870)
C (-0.4616, 1.0920, 0.6790)
C (-1.7812, 1.0270, -0.1091)
O (-1.5239, 0.1640, -1.2272)
C (-0.4857, -0.7569, -0.8914)
H (3.0432, 0.0616, -0.5467)
H (1.1900, -1.8324, -0.2861)
H (2.0204, -1.1080, 1.1665)
H (-0.4109, -0.9864, 1.2491)
H (-0.6154, 1.3628, 1.7309)
H (0.2212, 1.8150, 0.2258)
H (-2.1192, 2.0102, -0.4715)
H (-2.5961, 0.5962, 0.4883)
H (0.2194, -0.6840, -1.7205)
H (-0.3440, -1.9798, -0.7421)

Forces on atoms 1 to 2 (eV/Å):
0.0681 -0.8010 -0.3626
-0.1594 -1.6810 -0.1793

Results
HOMO energy in eV: -9.321
2S+1: 1
HOMO-LUMO gap in Ha: 0.371
Strongest force on any atom in eV/Å: 3.427
Lowest unoccupied orbital energy in Ha: 0.0288
Structure (SMILES): OC[C@H]1CCOC1



No. 2
The following is a quantum chemistry calculation of 2 unconnected molecules or ions with the total composition C5H10O2 in a non-equilibrium geometry, from OMol25.

Positions of all 17 atoms, in Å:
C (0.6660, 2.1991, 1.4996)
C (0.3426, 1.4350, 0.3656)
C (0.4395, -0.0309, 0.3208)
C (0.6813, -0.6360, -0.8447)
C (0.0658, -1.9845, -1.1884)
O (1.2543, 0.0475, -1.8450)
H (0.3809, 3.2361, 1.4732)
H (1.3998, 1.8592, 2.3505)
H (-0.2266, 1.9584, -0.3623)
H (0.4669, -0.6304, 1.2740)
H (0.6959, -2.8137, -0.7422)
H (-0.0041, -2.0906, -2.2830)
H (-0.8705, -2.1425, -0.6569)
H (2.2137, 0.0713, -1.7664)
O (-2.5766, -0.3500, 0.4628)
H (-3.2292, -0.0820, 1.1491)
H (-1.6997, -0.0460, 0.7933)

Forces on atoms 1 to 2 (eV/Å):
1.0768 -2.1684 -1.5416
1.4391 1.2577 4.8008

Results
HOMO energy in eV: -8.189
2S+1: 1
HOMO-LUMO gap in Ha: 0.323
Strongest force on any atom in eV/Å: 5.167
Lowest unoccupied orbital energy in Ha: 0.0221
Structure (SMILES): C=C/C=C(/C)O.O